[1]
This record from the Open Molecules 2025 dataset describes a gas-phase ion, CH5BrN (charge +1) at a distorted geometry. The level of theory is ωB97M-V/def2-TZVPD.

Structure (XYZ):
```
8
Properties=species:S:1:pos:R:3:forces:R:3:lowdin_charge:R:1
C -0.36651 -0.97692 -0.80610 2.57 -0.06 -1.27 -0.43
N -0.17716 -0.25419 0.48630 -0.09 2.91 -1.29 0.09
Br 1.34517 -0.87958 -2.05730 -2.13 0.11 1.79 0.58
H -0.40744 -1.99927 -0.49543 -0.52 -0.70 -0.75 0.07
H -1.16963 -0.50195 -1.36905 0.03 -0.60 0.16 0.08
H -0.36413 0.85135 0.15753 0.25 -3.42 2.32 0.27
H -0.75585 -0.78196 1.18955 -0.09 1.67 -0.49 0.19
H 0.77939 -0.31113 0.86341 -0.02 0.09 -0.46 0.15
```
Positions in Å, forces in eV/Å.

The value obtained for the frontier orbital gap is 0.387 Eh. Its structure (SMILES) is [NH3+]CBr. As for the LUMO energy: -4.724 eV. The spin multiplicity is 1. The energy above the lowest of the compared OMol25 structures with the same formula, charge and spin comes out at 14.0 kcal per mole. The net charge is +1.

***

[2]
This record from the Open Molecules 2025 dataset describes 2 unconnected molecules or ions with the total composition CH5BrN2P at a distorted geometry. The level of theory is ωB97M-V/def2-TZVPD.

Structure (XYZ):
```
10
Properties=species:S:1:pos:R:3:forces:R:3:lowdin_charge:R:1
C -0.27413 0.23873 0.03304 -2.48 1.43 1.50 -0.71
N 0.96742 0.03185 -0.15185 1.65 -3.06 -0.02 0.19
N -1.07668 -0.66649 0.61034 -1.50 1.93 -1.13 0.12
P -1.12251 1.88612 -0.08791 0.29 0.53 -0.74 0.95
Br -3.41718 0.20695 -2.47260 0.22 0.12 0.22 0.04
H 1.47468 -0.85876 -0.03096 -0.85 0.36 0.18 0.17
H 1.57762 0.71799 -0.42215 1.38 2.30 -1.01 0.09
H -0.77329 -1.58316 0.38063 -0.62 -1.41 0.47 0.12
H -2.11562 -0.36337 0.63050 2.26 -1.44 -0.06 0.13
H -0.21271 2.59107 -0.99330 -0.35 -0.76 0.59 -0.09
```
Positions in Å, forces in eV/Å.

The value obtained for the frontier orbital gap (alpha / beta) is 0.294 / 0.258 Eh. As for the LUMO energy (alpha / beta): -6.714 / -6.996 eV. The spin multiplicity is 1. The energy above the lowest of the compared OMol25 structures with the same formula, charge and spin comes out at 62.6 kcal per mole. The net charge is +1.

***

[3]
This record from the Open Molecules 2025 dataset describes 2 unconnected molecules or ions with the total composition CH5Cl2NSi at a distorted geometry. The level of theory is ωB97M-V/def2-TZVPD.

Structure (XYZ):
```
10
Properties=species:S:1:pos:R:3:forces:R:3:lowdin_charge:R:1
C -0.68019 0.19961 -0.51349 -0.63 -0.60 -0.14 -0.22
N -0.55002 -0.89948 0.40844 -0.49 0.80 -0.14 -0.05
Si 1.88535 -1.70012 0.33342 -0.54 0.92 0.17 -0.32
Cl 2.03890 -2.92483 1.90093 0.43 -0.86 0.97 0.22
Cl 1.92379 -2.66961 -1.40399 0.36 -0.71 -1.19 0.23
H -0.58173 -0.18061 -1.52919 0.03 0.07 -0.05 0.06
H -1.67932 0.63438 -0.40509 -0.01 0.24 -0.06 0.08
H 0.04348 1.01360 -0.37711 0.08 -0.14 0.32 0.08
H -0.58240 -0.54387 1.36252 -0.34 0.09 0.15 0.03
H 2.78026 -0.56805 0.39384 1.10 0.20 -0.04 -0.12
```
Positions in Å, forces in eV/Å.

The value obtained for the frontier orbital gap (alpha / beta) is 0.247 / 0.329 Eh. Its expectation value of S² is 2.006. As for the LUMO energy (alpha / beta): 0.851 / -1.771 eV. The spin multiplicity is 3. The energy above the lowest of the compared OMol25 structures with the same formula, charge and spin comes out at 5.8 kcal per mole.

***

Let's list DFT total energy in order: -72642.32095; -83420.25316; -35528.89543 eV.